No. 1
The following is a quantum chemistry calculation of 3 unconnected molecules or ions with the total composition C34H42F7N4O12PS2, from OMol25.

Gap between HOMO and LUMO in eV: 7.41
Charge: 0
Relative energy (zero: lowest compared OMol25 entry of this formula, charge and spin) in eV: 0.000
Multiplicity: 1
Lowest unoccupied orbital energy in hartree: -0.04960

Each line ends with the Mulliken charge.
Atoms and positions in Å:
C 4.418 2.493 2.455  -1.35
C 5.313 1.923 1.357  0.30
O 6.129 0.852 1.842  -0.35
C 7.281 0.692 1.139  0.27
O 8.063 1.602 0.971  -0.59
C 7.647 -0.681 0.574  0.02
C 8.511 -0.537 -0.694  -0.16
C 8.748 -1.846 -1.452  -1.09
N 7.676 -2.217 -2.391  0.25
C 6.620 -3.045 -1.926  0.04
O 6.656 -4.230 -1.719  -0.55
C 5.467 -2.048 -1.795  -0.53
C 4.302 -2.119 -1.111  -1.24
C 3.411 -1.064 -1.086  0.48
S 1.910 -1.224 -0.147  1.99
O 0.977 -1.939 -0.968  -0.81
O 1.317 0.014 0.276  -0.56
C 2.129 -2.247 1.393  0.43
F 1.064 -3.055 1.448  -0.26
F 3.209 -3.041 1.396  -0.28
C 2.131 -1.431 2.741  0.61
F 2.806 -0.284 2.637  -0.17
F 2.849 -2.180 3.612  -0.32
C 0.740 -1.247 3.415  0.53
F 0.884 -0.294 4.351  -0.27
F 0.360 -2.347 4.058  -0.26
F -0.216 -0.875 2.582  -0.13
C 3.725 0.082 -1.838  0.30
C 2.783 1.285 -1.882  -2.17
C 1.464 0.986 -2.636  0.59
C 0.841 2.339 -3.095  -1.24
C -0.660 2.453 -2.778  -0.86
C -0.934 2.423 -1.250  0.05
C -2.385 1.893 -1.043  -1.00
C -2.359 0.347 -1.267  -0.67
S -2.593 -0.507 0.336  -0.01
C -4.016 -1.559 0.061  0.46
N -4.356 -2.010 -1.076  -0.20
N -5.491 -2.764 -0.840  -0.59
C -5.758 -2.734 0.387  -0.04
O -4.843 -1.948 1.089  -0.28
C 4.900 0.153 -2.589  0.59
P 5.337 1.636 -3.665  0.01
N 6.904 2.196 -3.206  -0.69
O 5.583 0.917 -5.130  -0.47
C 5.782 -0.917 -2.546  1.24
C 7.142 -1.197 -3.223  -0.87
O 7.647 -0.746 -4.219  -0.50
H 4.981 3.131 3.145  0.43
H 3.658 3.133 1.994  0.37
H 3.909 1.712 3.023  0.17
H 4.655 1.534 0.564  -0.15
H 5.880 2.762 0.942  0.47
H 8.286 -1.147 1.339  0.33
H 6.764 -1.317 0.459  0.12
H 8.101 0.280 -1.298  -0.07
H 9.492 -0.187 -0.352  0.57
H 8.859 -2.675 -0.743  0.45
H 9.689 -1.814 -2.011  0.34
H 4.114 -3.050 -0.581  0.71
H 3.243 2.153 -2.352  1.45
H 2.622 1.562 -0.830  0.09
H 1.743 0.376 -3.507  0.71
H 0.754 0.392 -2.064  -0.48
H 1.344 3.128 -2.520  0.43
H 1.052 2.492 -4.158  0.30
H -0.968 3.455 -3.113  0.45
H -1.266 1.728 -3.332  0.35
H -0.820 3.439 -0.858  0.43
H -0.228 1.766 -0.730  -0.11
H -2.766 2.178 -0.062  0.44
H -2.998 2.304 -1.851  0.29
H -1.395 0.002 -1.648  0.32
H -3.142 0.085 -1.981  0.49
H -6.600 -3.230 0.840  0.46
H 6.845 2.590 -2.269  0.35
H 7.566 1.419 -3.197  0.31
H 6.454 1.158 -5.472  0.35
O -5.528 3.053 0.402  -0.59
C -6.423 2.266 0.509  0.49
C -6.369 0.915 1.201  0.43
C -7.597 0.242 0.674  -0.32
C -8.544 1.394 0.412  -0.40
O -7.680 2.492 0.035  -0.40
H -6.412 1.070 2.281  0.35
H -5.484 0.362 0.935  -0.51
H -8.009 -0.492 1.363  0.09
H -7.359 -0.268 -0.265  0.33
H -9.107 1.680 1.296  0.23
H -9.242 1.179 -0.396  0.33
O -9.122 0.603 3.190  -0.59
C -10.025 -0.177 3.285  0.56
C -9.989 -1.525 3.976  -0.38
C -11.246 -2.198 3.435  -0.49
C -12.152 -1.007 3.165  -0.48
O -11.265 0.066 2.801  -0.35
H -10.038 -1.369 5.054  0.30
H -9.087 -2.071 3.713  0.23
H -11.685 -2.927 4.113  0.32
H -11.015 -2.708 2.498  0.26
H -12.717 -0.705 4.049  0.29
H -12.848 -1.192 2.350  0.33



No. 2
The following is a quantum chemistry calculation of a molecular structure, C34H42IrNO4, from OMol25.

Gap between HOMO and LUMO (alpha / beta) in eV: 4.16 / 4.54
Charge: 0
Relative energy (zero: lowest compared OMol25 entry of this formula, charge and spin) in eV: 0.724
Multiplicity: 5
Lowest unoccupied orbital energy (alpha / beta) in hartree: 0.02109 / -0.13583

Each line ends with the Mulliken charge.
Atoms and positions in Å:
O 2.907 3.094 -5.812  -0.32
C 2.813 2.337 -7.061  -0.57
C 3.692 3.246 -7.888  -0.86
H 1.776 2.300 -7.418  0.32
H 3.228 1.335 -6.929  0.39
C 3.735 4.052 -6.557  1.52
H 3.187 3.714 -8.738  0.33
H 4.659 2.794 -8.138  0.29
C 3.105 5.428 -6.639  -1.69
H 2.109 5.373 -7.093  0.37
H 3.724 6.073 -7.280  0.41
H 3.059 5.871 -5.636  0.37
C 5.150 4.130 -6.008  -1.69
H 5.601 3.126 -5.962  0.36
H 5.142 4.581 -5.005  0.38
H 5.755 4.758 -6.687  0.40
Ir 0.948 0.564 0.778  1.15
C 1.860 -1.228 1.765  -0.60
C 0.827 -1.711 0.895  -0.27
C 1.118 -1.264 -0.444  -0.74
H -0.041 -2.299 1.198  0.41
C 2.365 -0.527 -0.406  -0.08
C 2.817 -0.499 0.965  -0.98
H 3.720 -0.006 1.324  0.43
H 1.936 -1.394 2.842  0.42
H 0.532 -1.442 -1.343  0.37
H 2.880 -0.070 -1.245  0.49
C -0.349 1.805 2.159  -0.20
C 0.858 2.496 1.800  -1.33
C 0.853 2.677 0.373  -0.46
H 1.632 2.842 2.479  0.43
C -0.341 2.060 -0.153  -1.03
C -1.094 1.570 0.964  0.04
H -2.063 1.089 0.895  0.48
H -0.632 1.507 3.167  0.58
H 1.620 3.171 -0.208  0.46
H -0.620 2.000 -1.200  0.56
O -0.120 1.426 -4.031  -0.48
C 1.269 1.591 -3.613  0.73
C 2.131 0.634 -4.473  -0.80
H 1.357 1.289 -2.551  -0.67
H 1.580 2.655 -3.696  0.28
C 1.157 0.248 -5.607  -0.13
H 2.348 -0.259 -3.870  0.40
H 3.062 1.101 -4.806  0.30
C -0.114 0.169 -4.789  -0.48
H 1.481 -0.593 -6.233  0.37
H 1.043 1.131 -6.247  -0.11
H 0.001 -0.703 -4.114  0.14
H -1.020 0.078 -5.400  0.41
C -7.267 -0.001 3.033  -1.60
C -5.943 0.513 3.526  1.04
C -5.670 1.881 3.486  -0.85
C -4.407 2.366 3.833  -0.95
C -3.391 1.472 4.138  -0.76
C -3.642 0.084 4.132  0.43
N -2.560 -0.773 4.274  0.27
C -2.418 -2.113 3.886  -0.24
C -1.782 -3.035 4.735  -0.80
C -1.752 -4.380 4.384  -0.41
C -2.263 -4.814 3.153  -0.83
C -2.806 -3.875 2.267  -0.29
C -2.879 -2.543 2.637  0.91
C -3.270 -1.486 1.615  -0.02
O -4.466 -1.330 1.293  -0.43
O -2.228 -0.919 1.207  -0.46
C -4.977 -0.381 4.009  1.00
C -5.374 -1.780 4.338  -1.59
H -7.114 -0.748 2.239  0.25
H -7.853 -0.471 3.836  0.35
H -7.857 0.822 2.616  0.40
H -6.464 2.562 3.177  0.36
H -4.205 3.436 3.850  0.40
H -2.377 1.817 4.357  0.46
H -1.723 -0.362 4.695  0.40
H -1.345 -2.671 5.671  0.42
H -1.324 -5.106 5.077  0.42
H -2.230 -5.869 2.868  0.41
H -3.181 -4.155 1.283  0.47
H -5.373 -2.386 3.422  0.26
H -4.705 -2.244 5.069  0.29
H -6.391 -1.803 4.743  0.59



No. 3
The following is a quantum chemistry calculation of 9 unconnected molecules or ions with the total composition C34H42N2O28S, from OMol25.

Gap between HOMO and LUMO in eV: 7.08
Charge: 0
Multiplicity: 1
Lowest unoccupied orbital energy in hartree: -0.04364

Each line ends with the Mulliken charge.
Atoms and positions in Å:
O -4.432 1.281 -0.440  -0.54
C -3.928 0.236 0.233  0.30
C -2.411 -0.320 -0.103  -0.25
C -2.275 -1.330 0.989  0.19
C -0.938 -2.282 1.303  0.64
C -0.281 -1.638 2.698  -0.69
C 1.350 -1.447 2.616  -0.55
C 1.811 -0.138 1.682  -0.09
S 2.764 1.101 2.714  -0.22
C 2.036 2.824 2.617  0.48
N 2.799 3.955 3.311  -0.11
N 2.121 5.191 3.199  -0.39
C 0.879 4.814 2.365  -0.14
O 0.815 3.361 1.995  -0.17
C -3.566 -1.471 1.990  0.38
O -3.653 -2.213 3.107  -0.53
O -4.536 -0.544 1.361  -0.26
H -1.640 -0.024 -0.933  0.29
H -0.150 -2.247 0.424  0.18
H -1.241 -3.412 1.436  -0.22
H -0.657 -2.273 3.608  0.28
H -0.735 -0.541 2.813  0.28
H 1.892 -2.441 2.284  0.25
H 1.701 -1.166 3.722  0.37
H 2.510 -0.571 0.846  0.09
H 0.878 0.347 1.123  0.16
H 0.122 5.679 2.119  0.36
O 0.736 -0.745 -0.670  -0.35
C 1.521 -0.295 -1.488  0.38
O 2.358 0.758 -1.255  -0.08
C 3.251 0.823 -2.351  0.08
C 2.499 0.141 -3.448  -0.41
O 1.675 -0.778 -2.755  -0.37
H 3.491 1.861 -2.595  -0.02
H 4.174 0.296 -2.087  0.25
H 1.863 0.831 -4.011  0.28
H 3.161 -0.381 -4.145  0.31
O 3.311 3.831 -3.088  -0.64
C 3.309 4.553 -2.104  0.61
O 2.808 5.822 -2.080  -0.36
C 2.786 6.230 -0.725  -0.29
C 3.828 5.366 -0.090  0.29
O 3.810 4.196 -0.885  -0.21
H 3.018 7.295 -0.636  0.33
H 1.787 6.048 -0.317  0.21
H 4.827 5.812 -0.139  0.22
H 3.595 5.131 0.952  -0.22
O -1.120 -5.458 2.388  -0.59
C -2.203 -5.967 2.153  0.68
O -2.548 -7.242 2.496  -0.35
C -3.938 -7.370 2.258  -0.15
C -4.209 -6.316 1.234  -0.25
O -3.228 -5.334 1.510  -0.29
H -4.178 -8.374 1.896  0.04
H -4.475 -7.192 3.195  0.27
H -4.067 -6.680 0.211  0.24
H -5.215 -5.897 1.326  0.32
O -9.440 4.247 -3.433  -0.56
C -8.959 3.363 -2.743  0.54
O -8.018 2.473 -3.175  -0.24
C -7.562 1.771 -2.034  -0.19
C -8.698 1.904 -1.072  -0.43
O -9.294 3.134 -1.440  -0.33
H -7.346 0.729 -2.281  0.35
H -6.647 2.248 -1.668  0.21
H -9.438 1.105 -1.187  0.26
H -8.362 1.931 -0.032  0.32
O 5.651 5.561 2.873  -0.57
C 6.132 4.677 3.563  0.59
O 7.073 3.788 3.131  -0.21
C 7.529 3.086 4.272  -0.38
C 6.393 3.219 5.234  -0.28
O 5.797 4.449 4.866  -0.29
H 7.746 2.043 4.025  0.32
H 8.444 3.563 4.638  0.29
H 5.653 2.419 5.119  0.19
H 6.729 3.246 6.274  0.30
O 8.097 0.377 0.797  -0.57
C 8.509 1.424 0.325  0.59
O 9.803 1.852 0.407  -0.33
C 9.919 2.975 -0.446  -0.34
C 8.517 3.485 -0.536  -0.20
O 7.735 2.320 -0.355  -0.19
H 10.605 3.714 -0.022  0.31
H 10.307 2.644 -1.415  0.27
H 8.280 4.198 0.261  0.18
H 8.305 3.948 -1.503  0.29
O -3.064 2.569 -5.941  -0.57
C -4.245 2.873 -5.968  0.65
O -5.249 2.034 -6.358  -0.34
C -6.469 2.674 -6.034  0.21
C -6.097 4.121 -5.993  -0.33
O -4.735 4.096 -5.612  -0.32
H -7.231 2.460 -6.789  0.31
H -6.815 2.304 -5.063  -0.10
H -6.182 4.602 -6.974  0.28
H -6.693 4.683 -5.269  0.27
O -4.425 -9.127 -0.119  -0.53
C -3.805 -10.154 0.103  0.65
O -4.064 -11.355 -0.492  -0.32
C -3.001 -12.223 -0.146  -0.35
C -2.471 -11.630 1.119  -0.32
O -2.763 -10.252 0.979  -0.24
H -3.365 -13.245 -0.006  0.30
H -2.262 -12.216 -0.954  0.26
H -2.985 -12.012 2.007  0.28
H -1.396 -11.789 1.234  0.28



> Among the records above, which one has the highest multiplicity?

C34H42IrNO4